DFT (ωB97M-V with the def2-TZVPD basis set) results for C6H12O in the gas phase.

## Properties
Spin multiplicity ... 1
ΔE to the lowest compared entry with this formula, charge and spin ... 105.8 kJ/mol
Calculated total energy ... -8463.257 eV
HOMO-LUMO gap ... 0.3840 hartree

Bonds (Å) are listed after each position.
Atoms and positions in Å:
1 C 2.40 0.09 0.76  C2 1.529, H8 1.095, H9 1.096, H10 1.095
2 C 1.26 -0.55 -0.03  C1 1.529, C3 1.521, H11 1.094, H12 1.097
3 C 0.25 0.47 -0.53  C2 1.521, C4 1.513, C5 1.510, H13 1.090
4 C -0.76 0.16 -1.60  C3 1.513, C5 1.489, H14 1.087, H15 1.085
5 C -1.22 0.38 -0.20  C3 1.510, C4 1.489, C6 1.511, O7 1.404
6 C -1.79 -0.77 0.59  C5 1.511, H16 1.094, H17 1.098, H18 1.095
7 O -1.92 1.59 -0.01  C5 1.404, H19 0.966
8 H 2.97 -0.66 1.32  C1 1.095
9 H 2.02 0.83 1.47  C1 1.096
10 H 3.09 0.61 0.09  C1 1.095
11 H 0.75 -1.28 0.61  C2 1.094
12 H 1.67 -1.13 -0.86  C2 1.097
13 H 0.62 1.50 -0.57  C3 1.090
14 H -0.82 -0.86 -1.99  C4 1.087
15 H -0.98 0.93 -2.32  C4 1.085
16 H -2.85 -0.87 0.36  C6 1.094
17 H -1.68 -0.60 1.67  C6 1.098
18 H -1.30 -1.73 0.36  C6 1.095
19 H -1.73 1.89 0.89  O7 0.966